Entry 1:
{"formula": "C38H32BiIN2O3S2Sb", "method": "ωB97M-V/def2-TZVPD", "total_charge": 1, "relative_energy_kcal_mol": 0.0, "lumo_ev": -2.9, "elements": ["Bi", "S", "Sb", "C", "C", "C", "C", "C", "C", "C", "C", "C", "C", "C", "C", "C", "C", "C", "C", "C", "C", "H", "H", "H", "H", "H", "H", "H", "H", "H", "H", "H", "H", "H", "H", "H", "I", "C", "C", "C", "C", "N", "C", "H", "H", "H", "H", "C", "C", "C", "C", "C", "C", "C", "C", "N", "H", "H", "H", "H", "H", "H", "C", "C", "C", "C", "C", "C", "C", "S", "O", "O", "O", "H", "H", "H", "H", "H", "H", "H"], "xyz": [[-0.494, -0.463, -0.647], [-0.960, -1.966, 1.345], [-0.401, -0.605, 3.181], [1.525, -1.010, 3.871], [1.711, -2.303, 4.356], [2.953, -2.674, 4.844], [3.992, -1.752, 4.862], [3.797, -0.464, 4.386], [2.562, -0.086, 3.881], [-1.277, 1.294, 3.144], [-0.563, 2.486, 3.151], [-1.255, 3.686, 3.213], [-2.643, 3.694, 3.249], [-3.353, 2.501, 3.236], [-2.669, 1.294, 3.195], [-1.576, -1.565, 4.638], [-1.277, -1.279, 5.968], [-2.037, -1.838, 6.984], [-3.094, -2.683, 6.673], [-3.392, -2.970, 5.349], [-2.635, -2.410, 4.328], [0.895, -3.018, 4.364], [3.107, -3.678, 5.217], [4.960, -2.042, 5.250], [4.610, 0.249, 4.393], [2.430, 0.905, 3.474], [0.516, 2.487, 3.090], [-0.703, 4.617, 3.227], [-3.175, 4.635, 3.298], [-4.434, 2.503, 3.272], [-3.229, 0.365, 3.220], [-0.450, -0.625, 6.225], [-1.804, -1.615, 8.017], [-3.687, -3.119, 7.466], [-4.215, -3.629, 5.109], [-2.878, -2.636, 3.296], [2.066, -4.555, -4.508], [2.155, -3.573, -2.684], [3.206, -3.771, -1.799], [3.211, -3.086, -0.595], [2.174, -2.223, -0.308], [1.165, -2.042, -1.166], [1.147, -2.695, -2.329], [4.010, -4.450, -2.049], [4.016, -3.205, 0.116], [2.146, -1.661, 0.617], [0.307, -2.508, -2.986], [-2.063, -1.627, -1.892], [-3.230, -1.164, -1.101], [-3.543, 0.201, -1.045], [-4.479, 0.686, -0.143], [-5.131, -0.195, 0.710], [-4.871, -1.566, 0.628], [-3.929, -2.037, -0.260], [-6.042, 0.306, 1.700], [-6.734, 0.719, 2.520], [-2.024, -1.198, -2.894], [-1.955, -2.708, -1.928], [-3.064, 0.894, -1.730], [-4.700, 1.744, -0.096], [-5.404, -2.249, 1.277], [-3.712, -3.097, -0.298], [2.155, 7.162, 0.299], [2.173, 5.661, 0.355], [3.350, 4.964, 0.603], [3.365, 3.577, 0.663], [2.185, 2.878, 0.475], [0.997, 3.553, 0.224], [0.996, 4.933, 0.166], [2.210, 1.115, 0.504], [1.897, 0.657, -0.858], [3.491, 0.696, 1.001], [1.076, 0.719, 1.388], [3.162, 7.572, 0.343], [1.588, 7.573, 1.136], [1.684, 7.514, -0.619], [4.273, 5.512, 0.749], [4.281, 3.037, 0.858], [0.074, 3.001, 0.086], [0.070, 5.460, -0.030]], "forces_ev_per_a": [[-0.01, -0.06, 0.05], [0.02, 0.04, -0.11], [-0.02, -0.04, 0.01], [0.05, 0.04, 0.06], [-0.01, -0.02, 0.03], [0.01, 0.02, 0.00], [0.00, -0.01, 0.00], [-0.01, -0.01, 0.00], [0.02, 0.03, -0.01], [-0.06, 0.06, -0.02], [0.05, -0.02, -0.03], [0.01, 0.00, -0.01], [-0.02, 0.00, 0.01], [0.01, 0.00, -0.01], [0.00, -0.01, 0.02], [0.05, 0.01, 0.07], [0.00, -0.01, 0.03], [-0.01, -0.01, -0.01], [0.01, 0.00, 0.01], [0.00, 0.01, 0.00], [-0.05, 0.00, -0.03], [0.01, 0.01, -0.01], [0.00, 0.00, 0.00], [0.00, 0.00, 0.00], [0.00, 0.00, 0.00], [0.00, -0.02, 0.04], [0.01, 0.00, 0.00], [0.00, 0.00, 0.00], [0.00, 0.00, 0.00], [-0.01, -0.01, 0.00], [0.00, 0.00, -0.01], [0.00, -0.01, -0.01], [0.00, 0.00, 0.00], [0.00, 0.00, 0.00], [0.00, 0.00, 0.00], [0.02, 0.00, -0.02], [0.00, -0.01, -0.02], [-0.01, 0.02, 0.03], [0.01, 0.00, 0.00], [-0.01, 0.01, -0.01], [0.01, -0.03, 0.01], [-0.03, 0.02, 0.06], [0.00, -0.01, -0.05], [0.00, 0.00, 0.00], [0.00, 0.00, 0.00], [0.00, -0.04, -0.01], [0.01, -0.01, 0.00], [0.01, 0.05, -0.02], [-0.03, -0.02, -0.02], [0.01, 0.00, 0.00], [-0.01, -0.01, -0.01], [0.01, -0.01, 0.00], [0.01, 0.00, -0.01], [0.00, -0.01, 0.00], [0.00, 0.03, 0.01], [0.01, 0.01, 0.01], [-0.03, -0.03, -0.01], [0.01, 0.00, 0.02], [0.00, 0.00, 0.00], [0.00, 0.00, 0.00], [0.00, 0.00, 0.00], [0.00, 0.00, 0.00], [0.00, 0.01, 0.00], [0.03, -0.01, 0.00], [-0.02, 0.02, 0.00], [-0.01, 0.00, 0.04], [0.09, -0.01, -0.01], [-0.05, 0.00, 0.00], [-0.02, -0.02, 0.01], [0.08, 0.17, 0.03], [-0.03, 0.07, -0.07], [0.02, -0.06, 0.01], [-0.10, -0.11, -0.05], [0.00, 0.00, 0.00], [0.00, 0.00, 0.00], [0.00, -0.01, 0.00], [0.00, 0.00, 0.00], [0.00, -0.01, -0.02], [0.00, -0.01, -0.01], [0.00, 0.00, 0.00]], "lowdin_charge": [1.61, 0.17, 1.42, -0.35, -0.12, -0.07, -0.06, -0.05, -0.11, -0.34, -0.11, -0.06, -0.06, -0.06, -0.12, -0.38, -0.12, -0.06, -0.06, -0.07, -0.13, 0.10, 0.11, 0.11, 0.12, 0.09, 0.09, 0.11, 0.11, 0.10, 0.10, 0.11, 0.11, 0.11, 0.11, 0.06, 0.95, -0.71, -0.09, 0.00, -0.13, -0.13, -0.19, 0.11, 0.13, 0.09, 0.09, -0.32, -0.42, -0.10, -0.02, -0.24, -0.02, -0.07, -0.19, 0.17, 0.06, 0.06, 0.11, 0.13, 0.13, 0.12, -0.04, -0.26, -0.02, -0.04, -0.28, -0.07, -0.03, 0.43, -0.46, -0.29, -0.58, 0.08, 0.09, 0.09, 0.12, 0.12, 0.11, 0.12]}



Entry 2:
{"formula": "C29H46BF6N2O10", "method": "ωB97M-V/def2-TZVPD", "total_charge": 1, "lumo_ev": -3.7, "elements": ["C", "C", "C", "C", "C", "C", "O", "C", "C", "O", "C", "C", "O", "C", "C", "O", "C", "C", "C", "N", "N", "C", "C", "C", "C", "O", "B", "O", "C", "C", "H", "H", "H", "H", "H", "H", "H", "H", "H", "H", "H", "H", "H", "H", "H", "H", "H", "H", "H", "H", "H", "H", "H", "H", "H", "H", "H", "H", "H", "H", "H", "H", "H", "H", "H", "H", "C", "C", "O", "C", "O", "C", "F", "F", "F", "H", "H", "H", "H", "H", "C", "C", "O", "C", "O", "C", "F", "F", "F", "H", "H", "H", "H", "H"], "xyz": [[0.620, 1.975, 1.484], [-0.370, 1.351, 1.335], [-1.527, 0.512, 1.033], [-1.249, -0.670, 0.035], [-0.630, 0.038, -1.186], [-0.610, -0.644, -2.520], [-1.103, -0.164, -3.510], [-0.397, -1.800, 0.668], [0.938, -1.451, 1.364], [1.984, -1.981, 0.566], [2.393, -3.295, 0.893], [3.676, -3.555, 0.140], [3.442, -3.487, -1.248], [4.456, -2.812, -1.972], [4.163, -1.315, -2.148], [2.785, -1.110, -2.403], [2.511, -0.165, -3.416], [2.324, 1.265, -2.866], [-1.396, -2.335, 1.660], [-1.119, -2.992, 2.851], [-2.599, -2.083, 1.260], [-2.597, -1.435, -0.117], [-3.912, -0.669, -0.273], [-4.099, -0.238, -1.710], [-5.105, -0.962, -2.513], [-5.322, 0.346, -1.992], [-2.789, -2.765, -1.064], [-3.916, -3.506, -0.730], [-1.902, -3.313, -2.232], [-2.158, -4.817, -2.504], [1.515, 2.501, 1.729], [-2.259, 1.166, 0.565], [-1.955, 0.177, 1.977], [-1.110, 1.004, -1.320], [0.418, 0.222, -0.947], [-0.047, -1.583, -2.602], [-0.103, -2.582, -0.031], [1.010, -1.868, 2.368], [1.126, -0.390, 1.436], [1.647, -4.011, 0.525], [2.579, -3.417, 1.962], [4.020, -4.558, 0.417], [4.409, -2.825, 0.485], [4.520, -3.263, -2.960], [5.420, -2.953, -1.484], [4.768, -0.966, -2.986], [4.449, -0.759, -1.251], [1.582, -0.479, -3.892], [3.273, -0.168, -4.196], [2.494, 1.237, -1.792], [3.007, 1.966, -3.337], [1.314, 1.621, -3.056], [-1.063, -2.384, 3.661], [-1.747, -3.765, 3.031], [-3.442, -2.313, 1.771], [-4.767, -1.301, -0.046], [-4.012, 0.219, 0.351], [-3.216, 0.124, -2.232], [-5.028, -0.965, -3.588], [-5.609, -1.734, -1.952], [-3.741, -4.224, -0.115], [-0.829, -3.200, -2.087], [-2.128, -2.786, -3.163], [-3.126, -4.948, -2.977], [-2.171, -5.376, -1.570], [-1.382, -5.225, -3.141], [-1.752, 3.011, -3.868], [-0.660, 3.940, -3.392], [-1.215, 5.067, -2.686], [-1.540, 4.838, -1.427], [-1.431, 3.803, -0.835], [-2.065, 6.132, -0.778], [-2.915, 6.767, -1.586], [-1.040, 6.950, -0.513], [-2.690, 5.856, 0.363], [-2.475, 3.545, -4.486], [-1.329, 2.194, -4.448], [-2.293, 2.587, -3.023], [-0.105, 4.355, -4.230], [0.050, 3.422, -2.747], [3.258, 4.288, 7.185], [1.945, 3.887, 6.551], [2.147, 2.896, 5.516], [2.262, 1.645, 5.922], [2.215, 1.235, 7.041], [2.429, 0.727, 4.699], [3.293, 1.231, 3.810], [1.248, 0.572, 4.072], [2.861, -0.478, 5.057], [3.959, 4.634, 6.425], [3.096, 5.089, 7.904], [3.718, 3.447, 7.703], [1.484, 4.734, 6.049], [1.239, 3.509, 7.288]], "forces_ev_per_a": [[1.60, 1.19, 0.56], [-1.33, -1.11, -0.59], [0.35, 0.08, 0.13], [-0.11, 0.50, -0.37], [-0.19, -0.38, -0.11], [0.28, -0.11, -0.15], [-0.20, 0.01, 0.04], [0.18, 0.94, 1.88], [0.79, -0.44, -0.75], [0.22, 0.43, 0.48], [0.01, 0.09, -0.83], [-0.24, -0.15, 0.25], [0.22, 0.03, 0.11], [-0.37, 0.23, -0.17], [-0.06, -0.27, 0.49], [0.18, -0.22, -0.42], [-0.46, 0.48, -0.06], [0.07, -0.41, -0.22], [-0.56, -0.20, 0.31], [-0.09, -0.20, -0.49], [0.62, -0.21, -0.67], [-0.98, -0.59, 0.39], [-0.01, 0.78, -0.33], [0.70, -0.79, -0.25], [0.35, 0.38, 0.39], [-0.54, 0.57, 0.08], [0.22, -0.02, -0.57], [0.26, 0.40, 0.63], [0.01, -0.89, -0.05], [-0.16, 0.53, 0.25], [-0.09, 0.07, -0.13], [-0.13, 0.00, -0.04], [-0.12, -0.07, 0.02], [-0.03, 0.15, -0.04], [0.15, 0.09, 0.10], [0.19, 0.08, 0.10], [-0.40, -0.20, -0.27], [-0.23, -0.07, 0.15], [-0.24, 0.08, -0.07], [-0.12, -0.17, 0.29], [-0.17, -0.02, 0.14], [0.17, -0.03, -0.03], [0.16, 0.09, -0.16], [-0.17, -0.21, -0.05], [0.18, 0.09, -0.03], [0.11, 0.14, -0.02], [0.04, 0.06, 0.06], [0.06, -0.12, -0.05], [0.17, -0.15, 0.01], [0.06, 0.20, 0.11], [0.13, 0.13, 0.12], [-0.10, 0.03, 0.06], [0.46, 0.01, 0.00], [-0.20, 0.14, 0.16], [-0.06, -0.05, 0.02], [0.06, -0.24, 0.25], [0.23, -0.04, 0.20], [-0.12, 0.41, -0.01], [-0.04, -0.40, -0.12], [-0.39, -0.29, -0.47], [-0.28, -0.32, -0.31], [0.01, 0.21, 0.15], [0.01, 0.33, 0.03], [-0.07, -0.16, -0.07], [0.08, -0.22, 0.01], [0.03, -0.10, -0.11], [-0.23, 0.08, 0.06], [0.15, -0.37, -0.37], [0.07, 0.11, 0.21], [0.08, -0.05, -0.30], [-0.07, -0.12, 0.19], [-0.14, 0.12, 0.06], [0.03, -0.01, 0.05], [0.01, -0.01, 0.00], [0.02, -0.01, 0.00], [0.08, 0.04, -0.06], [0.02, -0.02, 0.00], [0.04, -0.07, -0.01], [-0.08, 0.20, 0.04], [-0.07, 0.08, 0.13], [0.16, -0.22, -0.10], [-0.03, 0.45, 0.31], [-0.07, -0.08, -0.14], [-0.05, 0.32, 0.06], [0.00, -0.20, 0.08], [0.28, -0.17, -0.21], [-0.07, -0.01, 0.05], [-0.10, -0.04, 0.08], [-0.06, 0.03, 0.04], [-0.04, 0.09, 0.00], [-0.03, 0.02, 0.00], [-0.06, 0.01, 0.06], [0.02, -0.09, -0.16], [0.04, -0.17, -0.03]], "lowdin_charge": [0.14, -0.14, -0.11, -0.26, -0.04, -0.27, 0.07, -0.08, -0.13, -0.13, -0.18, -0.19, -0.12, -0.17, -0.18, -0.16, -0.25, -0.04, -0.22, 0.18, 0.21, -0.19, -0.06, -0.31, -0.06, 0.01, -0.39, 0.14, -0.13, -0.08, 0.06, 0.12, 0.13, 0.12, 0.13, 0.12, 0.17, 0.12, 0.10, 0.13, 0.13, 0.13, 0.13, 0.13, 0.13, 0.12, 0.12, 0.10, 0.12, 0.08, 0.08, 0.04, 0.13, 0.11, 0.19, 0.13, 0.13, 0.13, 0.13, 0.12, 0.12, 0.08, 0.12, 0.08, 0.07, 0.08, -0.05, -0.19, 0.05, -0.39, 0.15, -0.55, 0.18, 0.17, 0.17, 0.09, 0.07, 0.06, 0.13, 0.10, -0.06, -0.19, 0.03, -0.41, 0.18, -0.54, 0.16, 0.14, 0.17, 0.09, 0.09, 0.08, 0.13, 0.13]}